Record 1
A gas-phase ion, C5H15N2 (charge +1) at a distorted geometry, computed with ωB97M-V/def2-TZVPD.

Summary:
energy above the lowest of the compared OMol25 structures with the same formula, charge and spin = 40.90 kcal per mole
highest occupied orbital energy = -13.7 eV
LUMO level = -0.102 hartree
SMILES string = CC[N@H+](C)CCN
spin multiplicity = 1
total charge = +1

Last column: Mulliken charge in e.
Positions of all 22 atoms, in Å:
N1 -0.629 1.792 -1.400  -0.55
N2 0.262 -0.155 0.416  -0.10
C1 -0.425 1.125 0.963  -0.52
C2 -0.449 -1.256 -0.203  -0.23
C3 0.566 -2.210 -0.810  -1.42
C4 -1.337 1.686 -0.143  -0.73
C5 1.475 -0.446 1.327  -0.78
H1 0.696 0.283 -0.466  0.48
H2 -1.103 -1.834 0.550  0.34
H3 0.138 2.469 -1.487  0.20
H4 -1.158 -0.884 -1.002  0.35
H5 1.929 -1.398 0.998  0.36
H6 2.163 0.338 1.334  0.30
H7 -0.860 0.935 1.963  0.40
H8 0.447 1.864 0.986  0.33
H9 -1.740 2.718 0.103  0.41
H10 -2.137 1.007 -0.173  0.42
H11 -1.168 2.031 -2.240  0.23
H12 0.160 -2.724 -1.724  0.30
H13 0.818 -3.005 -0.156  0.43
H14 1.553 -1.824 -1.074  0.41
H15 0.797 -0.512 2.238  0.36


Record 2
A molecular structure, C3H5AlO3 at a distorted geometry, computed with ωB97M-V/def2-TZVPD.

Summary:
highest occupied orbital energy (alpha / beta) = -7.1 / -7.1 eV
LUMO level (alpha / beta) = -0.009 / -0.009 hartree
spin multiplicity = 1

Last column: Mulliken charge in e.
Positions of all 12 atoms, in Å:
Al1 -0.851 -0.126 3.274  -0.02
O1 -0.098 0.356 1.905  -0.07
O2 0.251 -1.894 -2.199  -0.31
O3 0.935 -0.173 -1.241  -0.03
C1 1.163 -1.434 -1.345  -0.34
C2 0.010 0.478 -0.338  -0.41
C3 -0.438 1.271 0.858  -0.24
H1 0.314 -0.407 0.921  0.30
H2 0.506 -2.784 -2.465  0.40
H3 0.234 2.144 0.947  0.21
H4 -1.513 1.526 0.819  0.31
H5 -0.513 1.042 -1.137  0.19


Record 3
2 unconnected molecules or ions with the total composition CF3I2P at a distorted geometry, computed with ωB97M-V/def2-TZVPD.

Summary:
energy above the lowest of the compared OMol25 structures with the same formula, charge and spin = 62.38 kcal per mole
highest occupied orbital energy (alpha / beta) = -9.5 / -8.4 eV
LUMO level (alpha / beta) = -0.064 / -0.032 hartree
spin multiplicity = 1

Last column: Mulliken charge in e.
Positions of all 7 atoms, in Å:
I1 -2.954 -2.851 -0.329  0.00
I2 -0.950 -2.017 2.970  0.03
P1 -2.380 -1.083 1.264  0.00
F1 -0.056 1.692 -0.040  -0.16
F2 0.976 0.262 1.240  -0.15
F3 0.617 -0.305 -0.853  -0.17
C1 0.167 0.433 0.184  0.45


Record 4
A molecular structure, C20H43N2OOsSi3 at a distorted geometry, computed with ωB97M-V/def2-TZVPD.

Summary:
energy above the lowest of the compared OMol25 structures with the same formula, charge and spin = 12.44 kcal per mole
highest occupied orbital energy (alpha / beta) = -10.8 / -10.9 eV
LUMO level (alpha / beta) = -0.137 / -0.138 hartree
spin multiplicity = 1
total charge = +1

Last column: Mulliken charge in e.
Positions of all 70 atoms, in Å:
Os1 0.616 0.741 0.210  1.99
Si1 -1.377 -1.853 0.620  0.17
Si2 0.991 -2.000 -1.384  -0.40
Si3 -1.480 -0.215 -2.118  0.24
O1 1.647 0.680 2.545  -0.38
N1 -0.608 1.796 0.744  -0.12
N2 2.399 0.240 -0.716  0.30
C1 1.351 -0.101 4.841  -1.38
C2 -2.303 -1.544 -3.146  -1.25
C3 -2.893 0.868 -1.548  -0.59
C4 -2.039 3.219 2.098  -1.53
C5 -1.327 3.939 -0.185  -1.46
C6 4.494 0.077 -2.500  -0.23
C7 1.759 -3.230 -0.210  -1.16
C8 -0.334 0.802 -3.210  -1.03
C9 0.769 0.695 3.699  0.06
C10 2.424 -0.771 -1.622  0.47
C11 0.341 3.856 1.648  -1.48
C12 3.472 -0.857 -2.529  -0.81
C13 -2.872 -0.910 1.218  -0.91
C14 -0.376 -0.889 -0.687  -0.57
C15 0.715 -2.915 -2.977  -1.34
C16 -0.287 -2.297 2.091  -0.86
C17 4.471 1.082 -1.535  -1.03
C18 3.411 1.135 -0.671  0.04
C19 -0.903 3.173 1.073  1.21
C20 -1.950 -3.462 -0.149  -1.03
H1 -2.282 4.257 2.328  0.47
H2 -3.236 -1.347 2.154  0.48
H3 -3.134 1.596 -2.331  0.41
H4 1.154 3.840 0.916  0.33
H5 -1.124 -4.028 -0.594  0.23
H6 3.468 -1.654 -3.262  0.40
H7 0.655 -0.088 5.682  0.38
H8 -1.751 2.709 3.021  0.28
H9 -0.096 -3.640 -2.857  0.39
H10 0.155 1.584 -2.629  0.19
H11 1.620 -3.485 -3.224  0.45
H12 -3.143 -1.986 -2.600  0.33
H13 -2.932 2.735 1.697  0.36
H14 -0.167 0.270 3.350  -0.07
H15 -0.863 -2.244 3.023  0.48
H16 1.519 -1.139 4.546  0.31
H17 5.303 0.030 -3.220  0.47
H18 -0.892 1.289 -4.018  0.49
H19 2.297 0.330 5.177  0.40
H20 0.586 1.726 4.009  0.35
H21 0.674 3.360 2.562  0.16
H22 -1.651 -2.350 -3.463  0.34
H23 0.108 4.895 1.882  0.49
H24 2.632 -3.669 -0.707  0.44
H25 -2.716 -1.073 -4.047  0.39
H26 0.474 -2.271 -3.824  0.40
H27 -3.794 0.283 -1.346  0.39
H28 2.497 1.057 2.801  0.20
H29 0.446 0.183 -3.671  0.27
H30 1.076 -4.045 0.044  0.34
H31 -2.404 -4.094 0.623  0.45
H32 0.572 -1.631 2.180  -0.15
H33 -3.686 -0.964 0.490  0.29
H34 -2.242 3.525 -0.611  0.33
H35 5.262 1.816 -1.465  0.42
H36 -2.638 0.143 1.396  0.07
H37 2.098 -2.767 0.722  0.33
H38 0.084 -3.320 2.000  0.50
H39 -1.511 4.979 0.089  0.47
H40 -0.541 3.904 -0.942  0.33
H41 -2.631 1.410 -0.637  -0.20
H42 -2.702 -3.300 -0.926  0.27
H43 3.341 1.913 0.080  0.38


Record 5
A single C12H10O3 molecule at a distorted geometry, computed with ωB97M-V/def2-TZVPD.

Summary:
energy above the lowest of the compared OMol25 structures with the same formula, charge and spin = 65.49 kcal per mole
highest occupied orbital energy = -8.1 eV
LUMO level = 0.023 hartree
SMILES string = Oc1cc(O)cc(/C=C/c2ccoc2)c1
spin multiplicity = 1

Last column: Mulliken charge in e.
Positions of all 25 atoms, in Å:
O1 -0.614 -3.129 -3.935  -0.36
O2 1.650 1.415 3.923  -0.57
O3 -1.841 3.450 1.642  -0.59
C1 0.006 0.498 0.756  1.05
C2 -0.594 -0.502 -1.434  -0.63
C3 0.922 -2.453 -2.396  -0.57
C4 -0.062 2.452 2.730  -0.68
C5 0.844 0.397 1.863  -1.26
C6 0.014 -0.576 -0.239  -0.17
C7 0.853 1.407 2.823  0.45
C8 0.668 -3.219 -3.448  -0.38
C9 -0.288 -1.649 -2.293  0.61
C10 -1.120 -2.125 -3.173  -0.72
C11 -0.911 2.432 1.667  1.37
C12 -0.849 1.505 0.684  -1.04
H1 -2.085 -1.785 -3.311  0.52
H2 1.403 -3.905 -3.780  0.43
H3 1.812 -2.359 -1.741  0.41
H4 -1.236 0.291 -1.820  0.36
H5 1.527 -0.387 1.960  0.40
H6 -1.568 1.565 -0.199  0.13
H7 2.540 0.973 3.816  0.33
H8 0.513 -1.555 -0.052  0.39
H9 0.013 3.257 3.498  0.21
H10 -1.597 4.004 2.458  0.29


Record 6
2 unconnected molecules or ions with the total composition C4H12N4 at a distorted geometry, computed with ωB97M-V/def2-TZVPD.

Summary:
energy above the lowest of the compared OMol25 structures with the same formula, charge and spin = 129.88 kcal per mole
highest occupied orbital energy (alpha / beta) = -7.6 / -8.5 eV
LUMO level (alpha / beta) = 0.010 / 0.020 hartree
spin multiplicity = 1

Last column: Mulliken charge in e.
Positions of all 20 atoms, in Å:
N1 -0.287 0.924 0.406  -0.41
N2 -1.169 -0.982 -0.457  -0.46
N3 0.869 -0.689 -0.768  -0.23
N4 2.019 1.329 0.028  -0.67
C1 1.811 -1.386 -0.285  -0.55
C2 -1.344 -1.695 0.791  -0.74
C3 -1.407 1.718 0.010  -0.83
C4 0.767 0.804 -0.514  0.19
H1 -0.434 -2.199 1.146  0.22
H2 -0.977 -1.672 -1.185  0.28
H3 0.574 1.239 -1.505  0.52
H4 -1.723 2.359 0.838  0.32
H5 -2.102 -2.478 0.648  0.38
H6 1.728 -2.471 -0.293  0.33
H7 -2.257 1.050 -0.235  0.27
H8 -1.669 -1.001 1.566  0.24
H9 1.878 1.544 1.007  0.23
H10 -1.251 2.341 -0.885  0.34
H11 2.698 -0.917 0.145  0.32
H12 2.276 2.179 -0.457  0.25


The records above yield DFT total energy values of -308.72749; -585.14693; -1274.38836; -1931.58411; -688.91249; -378.43127 a.u., respectively.